Formula: C15H56O13
Source: the OMol25 dataset
Level of theory: the ωB97M-V functional and the def2-TZVPD basis

Results
Spin multiplicity: 1
Net charge: 0
M, g mol⁻¹: 444.6
ΔE to the lowest compared entry with this formula, charge and spin, eV: 0.967

Last columns: bonded neighbours and bond lengths (Å).
Geometry (Å):
1 O -11.79879 -15.36451 18.32833  H2 0.960, H3 0.959
2 H -12.13835 -14.47357 18.43711  O1 0.960
3 H -12.53287 -15.93349 18.56878  O1 0.959
4 O -9.20982 -15.23281 21.14738  H5 0.960, H6 0.960
5 H -9.22286 -16.12126 21.50957  O4 0.960
6 H -8.52866 -15.25767 20.47160  O4 0.960
7 O -4.26317 -9.41199 19.09831  H8 0.969, H9 0.959
8 H -4.03364 -10.35277 19.12382  O7 0.969
9 H -3.44377 -8.95926 19.30704  O7 0.959
10 O -8.56982 -9.03153 18.44796  H11 0.967, H12 0.967
11 H -8.69951 -9.56842 19.24124  O10 0.967
12 H -8.35335 -9.66438 17.74961  O10 0.967
13 O -5.07468 -13.37947 21.77669  H14 0.959, H15 0.962
14 H -5.35092 -14.12689 22.31062  O13 0.959
15 H -5.44042 -12.61004 22.22440  O13 0.962
16 O -7.93219 -10.56913 16.35502  H17 0.960, H18 0.963
17 H -8.43188 -11.27674 15.94177  O16 0.960
18 H -7.00948 -10.79422 16.19515  O16 0.963
19 O -4.89532 -10.48293 16.52664  H20 0.966, H21 0.959
20 H -4.83008 -10.04851 17.38699  O19 0.966
21 H -4.88957 -9.76246 15.89301  O19 0.959
22 O -3.78980 -12.05093 19.14528  H23 0.959, H24 0.962
23 H -3.16756 -12.60978 18.67529  O22 0.959
24 H -4.04000 -12.56513 19.91917  O22 0.962
25 C -10.68136 -9.62016 24.10678  C26 1.490, H29 1.091, H30 1.092, H31 1.091
26 C -10.10610 -8.30420 24.50308  C25 1.490, C27 1.537, O28 1.410, H32 1.093
27 C -10.16709 -7.37020 23.28408  C26 1.537, H33 1.089, H34 1.090, H35 1.091
28 O -10.80592 -7.66833 25.54907  C26 1.410, H36 0.963
29 H -11.77122 -9.59258 24.15612  C25 1.091
30 H -10.44072 -10.50839 24.69438  C25 1.092
31 H -10.38326 -9.81848 23.07646  C25 1.091
32 H -9.03831 -8.41588 24.71054  C26 1.093
33 H -9.43912 -7.74444 22.56505  C27 1.089
34 H -9.99249 -6.34519 23.61218  C27 1.090
35 H -11.16446 -7.30787 22.84625  C27 1.091
36 H -10.64488 -8.27812 26.27647  O28 0.963
37 C -12.06257 -8.75644 19.73443  C38 1.492, H41 1.092, H42 1.090, H43 1.094
38 C -13.53449 -8.54542 19.85783  C37 1.492, C39 1.535, O40 1.388, H44 1.091
39 C -13.90692 -7.32519 20.71158  C38 1.535, H45 1.092, H46 1.090, H47 1.094
40 O -14.04027 -8.33413 18.58286  C38 1.388, H48 0.960
41 H -11.37938 -8.08789 19.20659  C37 1.092
42 H -11.82013 -9.71415 19.27277  C37 1.090
43 H -11.61720 -8.67435 20.73010  C37 1.094
44 H -14.00319 -9.45107 20.24494  C38 1.091
45 H -13.41931 -7.34584 21.68857  C39 1.092
46 H -14.95759 -7.05737 20.81902  C39 1.090
47 H -13.46388 -6.39513 20.34400  C39 1.094
48 H -13.90868 -7.41615 18.33392  O40 0.960
49 C -9.52252 -12.13721 19.31284  C50 1.538, H53 1.092, H54 1.091, H55 1.090
50 C -8.29432 -11.85305 20.19442  C49 1.538, C51 1.482, O52 1.445, H56 1.093
51 C -7.00891 -12.12706 19.50868  C50 1.482, H57 1.089, H58 1.090, H59 1.090
52 O -8.40980 -10.51706 20.73266  C50 1.445, H60 0.961
53 H -10.45859 -11.82366 19.77908  C49 1.092
54 H -9.58548 -13.20774 19.11294  C49 1.091
55 H -9.59132 -11.59502 18.36931  C49 1.090
56 H -8.33064 -12.59184 20.99880  C50 1.093
57 H -6.18427 -11.81313 20.14673  C51 1.089
58 H -6.90515 -11.53738 18.59737  C51 1.090
59 H -6.97269 -13.19569 19.29927  C51 1.090
60 H -8.99590 -10.63982 21.48430  O52 0.961
61 C -4.66733 -17.28866 16.62341  C62 1.523, H65 1.090, H66 1.090, H67 1.092
62 C -6.01759 -16.63554 16.35706  C61 1.523, C63 1.519, O64 1.426, H68 1.090
63 C -5.99631 -15.13918 16.61708  C62 1.519, H69 1.089, H70 1.090, H71 1.091
64 O -6.33818 -16.75128 14.97231  C62 1.426, H72 0.960
65 H -3.84637 -16.58668 16.77048  C61 1.090
66 H -4.44624 -18.01867 15.84496  C61 1.090
67 H -4.70888 -17.89556 17.52998  C61 1.092
68 H -6.78968 -17.06962 16.99176  C62 1.090
69 H -7.01482 -14.76943 16.50909  C63 1.089
70 H -5.39051 -14.72968 15.80836  C63 1.090
71 H -5.51354 -15.02433 17.58821  C63 1.091
72 H -5.64570 -16.38386 14.41810  O64 0.960
73 C -4.31143 -9.21098 24.23676  C74 1.547, H77 1.089, H78 1.090, H79 1.091
74 C -5.67850 -9.49582 23.57030  C73 1.547, C75 1.477, O76 1.426, H80 1.092
75 C -5.90658 -8.59957 22.41894  C74 1.477, H81 1.090, H82 1.091, H83 1.091
76 O -5.73108 -10.85995 23.15750  C74 1.426, H84 0.961
77 H -4.22154 -8.23271 24.70763  C73 1.089
78 H -3.52244 -9.33811 23.49577  C73 1.090
79 H -4.24110 -9.97236 25.01472  C73 1.091
80 H -6.46070 -9.35792 24.32035  C74 1.092
81 H -5.19196 -8.78984 21.61795  C75 1.090
82 H -5.87629 -7.60253 22.86015  C75 1.091
83 H -6.88333 -8.77867 21.96758  C75 1.091
84 H -6.42072 -11.21179 23.72615  O76 0.961

=====

Formula: C15H5F7NO2
Source: the OMol25 dataset
Level of theory: the ωB97M-V functional and the def2-TZVPD basis

Results
Spin multiplicity: 1
Structure (SMILES): N#C[C@@H](c1ccc(C(F)(F)F)cc1)C1([O-])C(F)=C(F)C(=O)C(F)=C1F
Net charge: -1
M, g mol⁻¹: 364.2

Last columns: bonded neighbours and bond lengths (Å).
Geometry (Å):
1 N -3.95259 -1.36997 -1.12417  C2 1.177
2 C -2.77573 -1.35496 -1.13812  N1 1.177, C3 1.449
3 C -1.32828 -1.33599 -1.20472  C2 1.449, C4 1.518, C14 1.639, H26 1.111
4 C -0.86262 0.10905 -1.22772  C3 1.518, C5 1.401, C13 1.415
5 C 0.29985 0.48204 -1.91514  C4 1.401, C6 1.378, H27 1.087
6 C 0.82069 1.75582 -1.85264  C5 1.378, C7 1.398, H28 1.085
7 C 0.09382 2.71210 -1.13819  C6 1.398, C8 1.502, C12 1.374
8 C 0.58615 4.13092 -1.09700  C7 1.502, F9 1.372, F10 1.367, F11 1.374
9 F -0.43054 5.03795 -0.93591  C8 1.372
10 F 1.25108 4.51715 -2.22700  C8 1.367
11 F 1.45169 4.33156 -0.04864  C8 1.374
12 C -1.07643 2.41477 -0.48176  C7 1.374, C13 1.382, H29 1.097
13 C -1.58077 1.13049 -0.56165  C4 1.415, C12 1.382, H30 1.086
14 C -0.74874 -2.41804 -0.11875  C3 1.639, O15 1.305, C16 1.522, C24 1.510
15 O -1.42711 -3.47224 -0.48021  C14 1.305
16 C 0.75279 -2.48460 -0.35905  C14 1.522, F17 1.353, C18 1.329
17 F 1.15598 -2.93113 -1.57093  C16 1.353
18 C 1.65719 -2.26245 0.58918  C16 1.329, F19 1.353, C20 1.474
19 F 2.98267 -2.28269 0.31733  C18 1.353
20 C 1.29474 -1.97343 1.98796  C18 1.474, O21 1.233, C22 1.476
21 O 2.11821 -1.99019 2.90536  C20 1.233
22 C -0.13814 -1.69688 2.21121  C20 1.476, F23 1.353, C24 1.333
23 F -0.46518 -1.21117 3.43133  C22 1.353
24 C -1.05557 -1.89410 1.26396  C14 1.510, C22 1.333, F25 1.341
25 F -2.35390 -1.76743 1.57582  C24 1.341
26 H -0.97417 -1.88977 -2.09999  C3 1.111
27 H 0.85971 -0.25711 -2.48189  C5 1.087
28 H 1.76312 2.01544 -2.32322  C6 1.085
29 H -1.60861 3.18397 0.09134  C12 1.097
30 H -2.51912 0.91356 -0.05970  C13 1.086

=====

Formula: C15H60N30O15
Source: the OMol25 dataset
Level of theory: the ωB97M-V functional and the def2-TZVPD basis

Results
Spin multiplicity: 1
Net charge: 0
M, g mol⁻¹: 900.8
ΔE to the lowest compared entry with this formula, charge and spin, eV: 3.083

Last columns: bonded neighbours and bond lengths (Å).
Geometry (Å):
1 C 0.55167 -6.28869 0.66610  O2 1.217, N3 1.363, N4 1.369
2 O 1.08826 -7.17540 1.30479  C1 1.217
3 N 0.81175 -4.95402 0.75888  C1 1.363, H5 1.006, H6 1.006
4 N -0.57113 -6.45885 -0.09854  C1 1.369, H7 1.003, H8 1.008
5 H 0.35129 -4.26365 0.19047  N3 1.006
6 H 1.50348 -4.64211 1.42000  N3 1.006
7 H -0.89628 -7.34699 -0.43163  N4 1.003
8 H -0.98741 -5.59312 -0.40378  N4 1.008
9 C 2.51241 1.84280 -4.66854  O10 1.240, N11 1.336, N12 1.352
10 O 2.12391 0.88127 -5.34797  C9 1.240
11 N 2.25108 1.86940 -3.35896  C9 1.336, H13 1.007, H14 1.008
12 N 3.36218 2.80555 -5.09199  C9 1.352, H15 1.006, H16 1.002
13 H 1.88711 1.06581 -2.87388  N11 1.007
14 H 2.76549 2.46478 -2.72960  N11 1.008
15 H 3.63791 2.69192 -6.05294  N12 1.006
16 H 3.58877 3.61731 -4.55058  N12 1.002
17 C -0.34426 -0.00718 0.40109  O18 1.259, N19 1.332, N20 1.332
18 O -1.20239 0.64342 1.05245  C17 1.259
19 N 0.06547 -1.24309 0.68218  C17 1.332, H21 1.006, H22 1.009
20 N 0.38036 0.58058 -0.54961  C17 1.332, H23 1.010, H24 1.016
21 H 0.79639 -1.71469 0.17584  N19 1.006
22 H -0.17366 -1.63147 1.58223  N19 1.009
23 H 1.30784 0.24739 -0.76993  N20 1.010
24 H 0.13751 1.55610 -0.69656  N20 1.016
25 C 4.05061 -4.05401 1.03222  O26 1.237, N27 1.364, N28 1.346
26 O 3.26760 -3.10602 0.89976  C25 1.237
27 N 5.36183 -3.85943 1.35216  C25 1.364, H29 1.007, H30 1.004
28 N 3.71988 -5.34723 0.85581  C25 1.346, H31 1.004, H32 1.008
29 H 5.63781 -2.90851 1.16624  N27 1.007
30 H 5.98020 -4.63966 1.21893  N27 1.004
31 H 4.42096 -6.05566 0.73279  N28 1.004
32 H 2.77476 -5.60558 0.61704  N28 1.008
33 C 2.59727 -0.42252 3.17026  O34 1.230, N35 1.356, N36 1.339
34 O 1.94743 0.20926 4.00202  C33 1.230
35 N 3.61481 0.07779 2.42595  C33 1.356, H37 1.008, H38 1.015
36 N 2.26311 -1.69996 2.94592  C33 1.339, H39 1.021, H40 1.015
37 H 4.22873 -0.59259 1.99056  N35 1.008
38 H 4.13013 0.70453 3.03599  N35 1.015
39 H 2.53678 -2.20172 2.09984  N36 1.021
40 H 1.57526 -2.05261 3.60314  N36 1.015
41 C -0.94829 3.15604 -5.04814  O42 1.219, N43 1.348, N44 1.376
42 O -0.14642 3.54188 -5.88142  C41 1.219
43 N -0.49680 2.39382 -4.03268  C41 1.348, H45 1.007, H46 1.005
44 N -2.20650 3.67185 -4.83602  C41 1.376, H47 1.005, H48 1.004
45 H 0.48050 2.15399 -4.00563  N43 1.007
46 H -1.11858 2.14448 -3.28305  N43 1.005
47 H -2.84610 3.22691 -4.20161  N44 1.005
48 H -2.59158 4.39768 -5.41344  N44 1.004
49 C -0.82862 -3.03329 3.93587  O50 1.227, N51 1.350, N52 1.358
50 O 0.26638 -3.20030 4.46358  C49 1.227
51 N -1.80410 -2.13600 4.19294  C49 1.350, H53 1.007, H54 1.004
52 N -1.20449 -3.85534 2.92303  C49 1.358, H55 1.004, H56 1.004
53 H -1.63801 -1.31286 4.74814  N51 1.007
54 H -2.60859 -2.11297 3.59290  N51 1.004
55 H -0.53151 -4.53784 2.62313  N52 1.004
56 H -2.06393 -3.69732 2.42933  N52 1.004
57 C -1.46194 -1.49825 -3.74605  O58 1.220, N59 1.362, N60 1.356
58 O -1.52825 -2.57285 -3.17143  C57 1.220
59 N -2.44665 -1.05127 -4.57404  C57 1.362, H61 1.005, H62 1.006
60 N -0.38898 -0.67033 -3.77395  C57 1.356, H63 1.004, H64 1.007
61 H -2.12563 -0.47071 -5.32839  N59 1.005
62 H -3.23220 -1.67196 -4.66978  N59 1.006
63 H -0.39421 0.05294 -4.46967  N60 1.004
64 H 0.44619 -0.78246 -3.22241  N60 1.007
65 C -3.26236 -3.13764 0.29955  O66 1.214, N67 1.365, N68 1.378
66 O -2.59391 -3.97067 -0.27770  C65 1.214
67 N -4.15327 -3.47633 1.27633  C65 1.365, H69 1.006, H70 1.008
68 N -3.24686 -1.76097 0.23128  C65 1.378, H71 1.011, H72 1.010
69 H -4.39336 -4.43082 1.48216  N67 1.006
70 H -4.58550 -2.68609 1.72855  N67 1.008
71 H -4.20006 -1.53535 -0.01855  N68 1.011
72 H -2.51299 -1.08790 0.06004  N68 1.010
73 C -4.86598 0.23793 3.52759  O74 1.229, N75 1.340, N76 1.362
74 O -5.49898 -0.80915 3.63952  C73 1.229
75 N -5.04651 1.28914 4.33926  C73 1.340, H77 1.006, H78 1.005
76 N -4.00360 0.45222 2.49554  C73 1.362, H79 1.009, H80 1.001
77 H -4.53849 2.15212 4.24708  N75 1.006
78 H -5.74349 1.15733 5.05116  N75 1.005
79 H -3.41397 1.26556 2.58946  N76 1.009
80 H -3.77407 -0.26247 1.83281  N76 1.001
81 C 3.47378 3.00124 0.68159  O82 1.230, N83 1.343, N84 1.339
82 O 4.63850 2.90638 1.06577  C81 1.230
83 N 2.44092 2.55388 1.41418  C81 1.343, H85 1.008, H86 1.003
84 N 3.07563 3.64153 -0.42515  C81 1.339, H87 1.009, H88 1.018
85 H 2.75594 1.96171 2.16627  N83 1.008
86 H 1.50682 2.70886 1.08203  N83 1.003
87 H 3.84642 4.01503 -0.95909  N84 1.009
88 H 2.14934 3.54920 -0.83718  N84 1.018
89 C 2.35210 -2.14512 -2.73608  O90 1.241, N91 1.351, N92 1.321
90 O 2.21902 -1.06181 -2.14468  C89 1.241
91 N 2.25336 -2.16664 -4.08301  C89 1.351, H93 1.011, H94 1.003
92 N 2.59154 -3.29817 -2.13765  C89 1.321, H95 1.006, H96 1.007
93 H 1.93084 -1.28676 -4.46341  N91 1.011
94 H 2.41594 -3.02602 -4.57415  N91 1.003
95 H 2.74336 -3.43291 -1.15190  N92 1.006
96 H 2.42492 -4.17963 -2.59498  N92 1.007
97 C 0.20020 4.79939 -1.43856  O98 1.240, N99 1.330, N100 1.365
98 O 0.47999 3.59192 -1.42666  C97 1.240
99 N -1.01477 5.25158 -1.73697  C97 1.330, H101 1.002, H102 1.009
100 N 1.06712 5.83649 -1.24827  C97 1.365, H103 1.001, H104 1.007
101 H -1.10670 6.23440 -1.90838  N99 1.002
102 H -1.55621 4.55954 -2.23302  N99 1.009
103 H 0.82073 6.77147 -1.50889  N100 1.001
104 H 2.03471 5.68014 -1.01895  N100 1.007
105 C -0.26886 3.33933 4.48639  O106 1.238, N107 1.342, N108 1.338
106 O -0.71661 4.41441 4.90666  C105 1.238
107 N 0.54004 2.50300 5.15501  C105 1.342, H109 1.007, H110 1.006
108 N -0.49695 2.94865 3.22691  C105 1.338, H111 1.007, H112 1.011
109 H 0.58200 1.57840 4.75828  N107 1.007
110 H 0.54244 2.58403 6.15800  N107 1.006
111 H 0.04129 2.16655 2.89260  N108 1.007
112 H -1.26559 3.33579 2.69565  N108 1.011
113 C -3.36756 3.65540 0.99115  O114 1.233, N115 1.346, N116 1.332
114 O -2.88672 3.91508 2.09603  C113 1.233
115 N -4.65282 3.87959 0.65848  C113 1.346, H117 1.007, H118 1.000
116 N -2.71108 2.96465 0.05992  C113 1.332, H119 1.002, H120 1.012
117 H -5.15629 4.37752 1.37509  N115 1.007
118 H -4.97332 3.63978 -0.25833  N115 1.000
119 H -2.97396 2.62353 -0.84428  N116 1.002
120 H -1.78269 2.68262 0.34615  N116 1.012

=====

E_HOMO across the listed records, respectively: -0.350 -0.185 -0.308 Eh.
E_LUMO across the listed records, respectively: 0.03 2.66 -0.36 eV.
Calculated total energy across the listed records, respectively: -1583.15275 -1478.92732 -3379.44821 hartree.